Molecular formula: C17H25ClOW
Method: DFT, ωB97M-V with the def2-TZVPD basis set

ORCA input file:
```
! RIJCOSX wB97M-V def2-TZVPD def2/J DEFGRID3
* xyz 2 3
C 1.337 4.475 -2.351
C -0.071 4.791 -2.597
C 1.994 4.957 -1.135
C 2.106 3.741 -3.357
Cl 0.462 1.488 -1.023
H 2.434 5.964 -1.281
H 2.806 4.284 -0.822
H 1.285 5.025 -0.296
H -0.188 5.756 -3.131
H -0.638 4.864 -1.658
H -0.553 4.015 -3.210
H 2.577 4.423 -4.093
H 1.468 3.044 -3.920
H 2.912 3.149 -2.899
C -1.706 -0.724 1.988
C -0.598 0.023 2.535
C -0.532 1.298 1.860
H -0.034 -0.272 3.416
C -1.669 1.340 0.957
C -2.359 0.106 1.036
H -3.235 -0.172 0.466
H -2.067 -1.684 2.329
H 0.179 2.099 2.065
H -1.992 2.180 0.337
C 1.254 -2.183 -0.821
C 1.147 -2.461 0.567
C 1.825 -1.428 1.292
H 0.770 -3.376 0.998
C 2.301 -0.451 0.331
C 1.965 -0.960 -0.986
H 2.226 -0.527 -1.944
H 0.893 -2.807 -1.624
H 2.093 -1.484 2.332
H 2.894 0.441 0.562
W 0.103 -0.253 0.399
C -2.712 -5.656 0.568
C -2.285 -4.301 1.061
C -1.491 -4.365 2.340
O -2.574 -3.283 0.436
H -2.715 -6.405 1.365
H -2.006 -5.982 -0.207
H -3.715 -5.542 0.147
H -0.412 -4.300 2.122
H -1.796 -3.527 2.969
H -1.680 -5.318 2.873
*
```

- <S²> = 2.02
- largest force on an atom (eV Å⁻¹) = 2.0
- frontier orbital gap (spin up / spin down) (eV) = 6.1 / 6.3
- LUMO level (spin up / spin down) (eV) = -8.2 / -8.2
- E (hartree) = -1264.66096
- HOMO (spin up / spin down) (eV) = -14.289 / -14.486

Here are the Mulliken charges for atoms 1 to 4, given in e:
1 C 1.013
2 C -1.082
3 C -1.104
4 C -1.089

---

Molecular formula: C17H25F3N4O3
Method: DFT, ωB97M-V with the def2-TZVPD basis set

ORCA input file:
```
! RIJCOSX wB97M-V def2-TZVPD def2/J DEFGRID3
* xyz 0 1
C -2.520 3.202 -2.138
C -3.515 2.618 -1.143
C -3.558 1.094 -1.176
N -2.306 0.480 -0.770
C -1.430 -0.044 -1.661
O -1.587 0.002 -2.864
C -0.178 -0.712 -1.071
C -0.221 -2.196 -1.296
N -1.360 -2.861 -1.386
N -0.993 -4.137 -1.548
C 0.350 -4.298 -1.559
C 0.901 -3.053 -1.390
C 2.340 -2.660 -1.327
N 0.165 -0.448 0.327
C -0.564 -1.149 1.369
C 0.367 -1.505 2.519
C 0.992 -0.226 3.064
C 1.981 -0.519 4.167
F 3.022 -1.258 3.738
F 2.493 0.610 4.695
F 1.409 -1.199 5.179
C 1.646 0.596 1.955
C 0.657 0.833 0.810
C 1.216 1.756 -0.268
O 0.744 1.906 -1.364
O 2.272 2.453 0.168
C 2.785 3.414 -0.766
H -2.504 4.292 -2.080
H -1.511 2.835 -1.949
H -2.782 2.917 -3.157
H -3.269 2.946 -0.127
H -4.522 2.990 -1.352
H -4.351 0.723 -0.524
H -3.764 0.747 -2.189
H -2.128 0.351 0.209
H 0.630 -0.329 -1.691
H -1.701 -4.838 -1.672
H 0.804 -5.267 -1.691
H 2.990 -3.532 -1.402
H 2.599 -1.981 -2.143
H 2.566 -2.147 -0.390
H -1.387 -0.534 1.783
H -1.016 -2.045 0.951
H -0.184 -2.024 3.305
H 1.145 -2.175 2.146
H 0.207 0.377 3.534
H 1.989 1.548 2.356
H 2.513 0.064 1.559
H -0.184 1.433 1.219
H 3.617 3.894 -0.263
H 3.118 2.916 -1.675
H 2.016 4.140 -1.021
*
```

- largest force on an atom (eV Å⁻¹) = 0.1
- frontier orbital gap (eV) = 9.1
- LUMO level (eV) = 0.6
- energy relative to the best compared isomer or geometry (same formula, charge and spin) (eV) = 0.495
- E (hartree) = -1407.18543
- SMILES string = CCCNC(=O)[C@H](c1n[nH]cc1C)N1CC[C@@H](C(F)(F)F)C[C@H]1C(=O)OC
- HOMO (eV) = -8.503

Here are the Mulliken charges for atoms 1 to 4, given in e:
1 C -0.892
2 C -0.335
3 C -1.001
4 N 0.176

---

Molecular formula: C17H25FN2O8S
Method: DFT, ωB97M-V with the def2-TZVPD basis set

ORCA input file:
```
! RIJCOSX wB97M-V def2-TZVPD def2/J DEFGRID3
* xyz 0 1
C 3.897 1.153 -0.339
C 3.921 -0.253 -1.106
F 3.775 -1.253 -0.109
C 2.780 -0.241 -2.209
C 1.925 -1.546 -2.294
C 2.486 -2.965 -2.184
C 1.669 -4.186 -2.292
O 2.269 -5.454 -2.165
C 0.183 -4.132 -2.565
N -0.737 -5.143 -2.701
S -2.229 -4.403 -2.999
N -1.720 -2.805 -2.906
C -0.356 -2.696 -2.663
C 0.468 -1.418 -2.536
C -0.312 -0.066 -2.678
C -1.356 0.024 -1.458
O -2.721 -0.138 -1.879
H 4.488 1.946 -0.887
H 4.369 1.067 0.691
H 2.834 1.489 -0.165
H 4.943 -0.300 -1.589
H 3.307 -0.108 -3.210
H 2.175 0.691 -2.060
H 3.587 -3.062 -2.004
H 2.356 -5.601 -1.201
H 0.335 0.849 -2.727
H -0.916 -0.099 -3.637
H -1.133 -0.823 -0.739
H -1.243 1.003 -0.894
H -3.012 -1.013 -1.552
C -5.571 -2.802 3.761
O -6.124 -1.737 2.990
C -5.362 -1.353 1.957
O -4.295 -1.825 1.651
O -5.991 -0.357 1.324
C -5.285 0.153 0.192
H -6.272 -3.026 4.564
H -5.448 -3.697 3.149
H -4.619 -2.505 4.203
H -5.151 -0.626 -0.559
H -4.322 0.567 0.494
H -5.884 0.952 -0.242
C 3.379 3.510 4.382
O 2.553 4.592 3.954
C 2.358 4.645 2.631
O 2.810 3.879 1.818
O 1.573 5.697 2.369
C 1.279 5.878 0.984
H 3.466 3.568 5.466
H 2.925 2.552 4.122
H 4.378 3.593 3.949
H 0.741 5.015 0.589
H 2.193 6.055 0.416
H 0.639 6.755 0.894
*
```

- largest force on an atom (eV Å⁻¹) = 4.1
- frontier orbital gap (eV) = 7.5
- LUMO level (eV) = -0.8
- E (hartree) = -1872.16568
- SMILES string = C[C@@H](F)Cc1cc(O)c2nsnc2c1CCO.COC(=O)OC.COC(=O)OC
- HOMO (eV) = -8.304

Here are the Mulliken charges for atoms 1 to 4, given in e:
1 C -1.265
2 C 0.533
3 F -0.350
4 C -0.735

---

Molecular formula: C17H25I2OP2Tc
Method: DFT, ωB97M-V with the def2-TZVPD basis set

ORCA input file:
```
! RIJCOSX wB97M-V def2-TZVPD def2/J DEFGRID3
* xyz 3 4
I 5.194 1.647 2.411
I 3.399 0.226 -1.450
Tc 0.939 -0.057 -0.292
P 1.990 -1.700 0.965
C 2.368 -3.109 -0.150
C 3.563 -1.539 1.879
H 3.674 -2.392 2.571
H 1.350 -3.340 2.633
H 3.542 -0.597 2.450
H 0.905 -1.664 3.121
H 3.172 -2.805 -0.832
H 4.410 -1.475 1.185
C 0.935 -2.383 2.292
H 2.685 -3.971 0.452
H -0.083 -2.541 1.929
H 1.498 -3.399 -0.750
P 1.027 2.235 -0.108
C 0.766 2.873 -1.805
C -0.305 2.927 0.931
H 2.844 2.809 1.383
H 2.118 4.262 0.589
H 3.262 3.177 -0.294
C 2.451 3.223 0.442
H 0.007 2.851 1.980
H -0.443 3.981 0.657
H 0.394 3.901 -1.729
H 0.057 2.266 -2.381
H -1.248 2.385 0.804
H 1.730 2.862 -2.327
C 0.746 -0.574 -2.113
O 0.571 -0.963 -3.205
C -4.790 1.175 -1.185
C -3.563 1.849 -1.318
C -2.368 1.181 -1.055
C -2.312 -0.155 -0.631
C -1.081 -0.871 -0.367
C -1.199 -2.248 -0.219
C -2.440 -2.899 -0.045
C -3.627 -2.206 -0.163
C -3.585 -0.836 -0.505
C -4.791 -0.145 -0.765
H -5.725 1.685 -1.413
H -3.547 2.891 -1.647
H -1.407 1.678 -1.198
H -0.306 -2.869 -0.205
H -2.446 -3.967 0.163
H -4.600 -2.690 -0.025
H -5.729 -0.691 -0.661
*
```

- <S²> = 3.84
- largest force on an atom (eV Å⁻¹) = 6.5
- frontier orbital gap (spin up / spin down) (eV) = 5.1 / 4.2
- LUMO level (spin up / spin down) (eV) = -12.5 / -13.1
- E (hartree) = -2095.77592
- HOMO (spin up / spin down) (eV) = -17.620 / -17.230

Here are the Mulliken charges for atoms 1 to 4, given in e:
1 I 0.169
2 I 0.121
3 Tc -0.685
4 P 1.128

---

Molecular formula: C17H25N3O3
Method: DFT, ωB97M-V with the def2-TZVPD basis set

ORCA input file:
```
! RIJCOSX wB97M-V def2-TZVPD def2/J DEFGRID3
* xyz 0 1
C 1.653 3.351 3.364
N 0.671 2.483 2.681
C -0.249 2.899 1.806
O -0.139 4.022 1.309
C -1.296 1.876 1.308
N -0.707 0.752 0.610
C -0.390 -0.494 1.047
O -0.382 -0.674 2.288
C 0.075 -1.396 -0.134
C 1.566 -1.103 -0.387
C 2.317 -1.381 -1.731
C 3.709 -1.497 -1.776
C 4.272 -1.570 -2.999
C 3.534 -1.605 -4.227
C 2.161 -1.412 -4.215
C 1.524 -1.324 -2.937
N -0.090 -2.851 -0.058
C -1.312 -3.378 0.009
C -1.281 -4.836 0.200
O -2.263 -2.630 -0.035
C -2.462 2.473 0.502
C -3.459 1.361 0.105
C -3.268 3.545 1.266
H 1.155 3.661 4.203
H 1.886 4.311 2.933
H 2.513 2.812 3.714
H 0.711 1.542 2.849
H -1.737 1.367 2.135
H -0.451 0.832 -0.385
H -0.573 -0.996 -0.898
H 2.048 -1.391 0.531
H 1.748 -0.031 -0.448
H 4.289 -1.267 -0.936
H 5.320 -1.409 -2.983
H 3.951 -1.845 -5.174
H 1.624 -1.406 -5.103
H 0.415 -1.370 -2.866
H 0.711 -3.428 -0.236
H -0.804 -5.278 -0.635
H -0.926 -5.261 1.119
H -2.362 -5.098 0.218
H -1.901 2.876 -0.342
H -4.114 1.852 -0.644
H -2.976 0.536 -0.342
H -4.042 1.013 0.947
H -3.670 3.084 2.166
H -4.151 3.770 0.716
H -2.849 4.511 1.467
*
```

- largest force on an atom (eV Å⁻¹) = 3.8
- frontier orbital gap (eV) = 9.7
- LUMO level (eV) = 0.5
- energy relative to the best compared isomer or geometry (same formula, charge and spin) (eV) = 3.421
- E (hartree) = -1052.75391
- SMILES string = CNC(=O)[C@H](NC(=O)[C@@H](Cc1ccccc1)NC(C)=O)C(C)C
- HOMO (eV) = -9.165

Here are the Mulliken charges for atoms 1 to 4, given in e:
1 C -1.061
2 N -0.161
3 C 0.246
4 O -0.692

---

Molecular formula: C17H25N3O3S2
Method: DFT, ωB97M-V with the def2-TZVPD basis set

ORCA input file:
```
! RIJCOSX wB97M-V def2-TZVPD def2/J DEFGRID3
* xyz 0 1
C 2.653 -1.316 0.531
O 2.416 -0.147 1.274
C 3.180 0.964 0.881
C 2.550 1.758 -0.278
N 1.255 2.273 0.121
C 0.090 1.666 -0.205
S 0.140 0.313 -1.326
C -1.608 -0.200 -1.352
C -1.777 -1.622 -0.835
O -2.319 -1.818 0.236
N -1.335 -2.626 -1.619
C -0.639 -2.516 -2.879
C 0.770 -3.104 -2.761
C 0.700 -4.551 -2.282
C -0.076 -4.618 -0.970
C -1.457 -3.994 -1.151
N -1.076 2.049 0.213
C -1.128 3.100 1.046
C -0.013 3.792 1.424
C 1.291 3.412 0.965
O 2.352 3.943 1.218
S -0.334 5.126 2.501
C -2.067 4.519 2.783
C -2.115 3.765 4.102
C -2.418 3.625 1.591
H 3.691 -1.653 0.647
H 2.444 -1.173 -0.535
H 1.979 -2.071 0.932
H 4.197 0.663 0.595
H 3.238 1.619 1.754
H 2.432 1.142 -1.171
H 3.192 2.615 -0.496
H -2.117 0.482 -0.670
H -1.985 -0.078 -2.366
H -0.573 -1.478 -3.199
H -1.205 -3.079 -3.633
H 1.267 -3.043 -3.729
H 1.338 -2.508 -2.045
H 1.707 -4.949 -2.147
H 0.195 -5.160 -3.036
H -0.185 -5.652 -0.641
H 0.464 -4.068 -0.196
H -2.005 -3.973 -0.209
H -2.032 -4.567 -1.889
H -2.698 5.407 2.829
H -3.133 3.445 4.315
H -1.772 4.401 4.914
H -1.475 2.886 4.055
H -2.924 4.193 0.804
H -3.075 2.808 1.891
*
```

- largest force on an atom (eV Å⁻¹) = 1.0
- frontier orbital gap (eV) = 8.1
- LUMO level (eV) = 0.5
- energy relative to the best compared isomer or geometry (same formula, charge and spin) (eV) = 0.776
- E (hartree) = -1849.18739
- SMILES string = COCCn1c(SCC(=O)N2CCCCC2)nc2c(c1=O)S[C@H](C)C2
- HOMO (eV) = -7.627

Here are the Mulliken charges for atoms 1 to 4, given in e:
1 C -0.600
2 O -0.372
3 C -0.412
4 C -1.466